The following is a DFT calculation (ωB97M-V/def2-TZVPD) of a structure of composition H12O6Zn in a non-equilibrium geometry.

Geometry (Å):
Zn  -23.86700  19.37900  -0.62700
O  -23.18800  21.11400  0.23000
H  -23.20000  21.38300  1.13800
H  -22.45700  21.64100  -0.11800
O  -24.40800  20.55100  -2.30700
H  -23.84800  21.13500  -2.81000
H  -25.16900  20.40700  -2.87200
O  -25.52700  19.48400  0.56000
H  -25.50100  19.99700  1.38300
H  -26.07900  18.73700  0.79300
O  -24.71600  17.67200  -1.56900
H  -25.33500  17.65400  -2.29900
H  -24.49400  16.75100  -1.34900
O  -21.87700  19.15800  -1.46900
H  -21.64400  18.20000  -1.56800
H  -21.07400  19.66000  -1.46600
O  -22.98400  17.87100  0.73100
H  -23.39700  17.08200  1.02900
H  -22.58800  18.34100  1.47900

Cartesian forces, eV/Å:
0.3 -0.4 -0.6
0.5 0.2 -0.4
-0.3 0.2 1.2
0.0 0.0 -0.4
-0.3 -0.5 0.4
0.6 0.4 -0.3
-0.4 0.0 -0.1
0.1 0.5 0.6
-0.1 0.2 -0.2
-0.4 -0.5 -0.2
0.5 -0.2 0.6
-0.2 -0.1 -0.4
-0.2 0.3 -0.3
-1.0 -1.7 -0.1
0.0 1.2 0.1
0.9 0.4 -0.1
0.5 1.7 -0.8
-0.5 -1.1 0.8
0.1 -0.5 0.1

Computed properties:
* multiplicity: 1
* charge: +2

The following is a DFT calculation (ωB97M-V/def2-TZVPD) of the molecule C13H12Cl2Si in a non-equilibrium geometry.

Geometry (Å):
C  -4.28499  -0.50252  -1.88703
C  -2.93946  -0.02261  -1.49639
C  -1.87524  -0.90529  -1.12522
C  -0.68313  -0.41368  -0.66510
C  -0.48859  0.94035  -0.55235
Si  1.10743  1.64174  0.06190
Cl  1.99027  2.87819  -1.36566
Cl  0.52485  2.81269  1.74058
C  2.16988  0.32011  0.69764
C  2.37475  0.47920  2.02768
C  2.94431  -0.57704  2.74407
C  3.31417  -1.75089  2.14448
C  3.14778  -1.88698  0.76375
C  2.63091  -0.83130  0.08566
C  -1.47791  1.83954  -0.85874
C  -2.68464  1.36728  -1.38333
H  -4.96684  0.29138  -1.55185
H  -4.62381  -1.29046  -1.31882
H  -4.30408  -0.72567  -2.93477
H  -2.03337  -1.98600  -1.03900
H  0.16525  -1.14109  -0.38964
H  2.07363  1.32297  2.64399
H  3.28645  -0.34361  3.77764
H  3.60803  -2.58711  2.80623
H  3.37278  -2.79565  0.25449
H  2.41510  -1.02847  -0.94313
H  -1.27177  2.83704  -0.74890
H  -3.49176  2.05791  -1.48819

Cartesian forces, eV/Å:
0.2 2.3 0.1
2.2 0.3 1.0
-1.7 0.0 -0.1
1.6 -1.7 0.2
1.4 0.8 0.3
-0.8 0.7 -0.2
-0.3 -0.3 0.5
0.1 0.1 -1.0
0.0 1.0 -0.4
0.8 -1.1 2.4
1.2 1.1 1.2
-0.1 -1.1 0.5
0.3 -0.1 1.4
-0.8 -0.3 -1.2
-1.3 -2.5 -1.3
0.3 -1.0 0.9
-0.2 0.0 -0.9
-0.3 -2.3 1.1
-0.5 0.0 -0.6
-0.1 0.4 -0.5
-1.6 1.2 -0.3
0.2 -0.1 -0.6
-0.8 -0.6 -0.6
0.2 0.5 -0.7
0.2 -0.5 -0.2
0.1 0.4 -0.7
0.1 2.5 0.3
-0.5 0.3 -0.5

Computed properties:
* multiplicity: 1
* structure (SMILES): Cc1ccc([Si](Cl)(Cl)c2ccccc2)cc1

It is found that the E values, taken in the order of the records, are -60883.7766, -46600.8041 eV.
It is found that the gap between HOMO and LUMO values, taken in the order of the records, are 0.478, 0.364 hartree.